Entry 1:
Below is a 4-piece molecular cluster, C35H35N3O8 overall, with properties calculated with ωB97M-V with the def2-TZVPD basis set.

ORCA input file:
```
! RIJCOSX wB97M-V def2-TZVPD def2/J DEFGRID3
* xyz 0 1
O -3.3679 0.1886 2.5105
O -0.4922 -2.8430 -0.5230
O -4.4704 -0.0788 0.6847
O 0.7926 -4.4867 -0.0027
O 6.0050 -9.0654 -2.0006
O 7.3831 -7.7926 -3.0544
O -0.2982 6.1142 0.2381
O -2.3393 2.3234 -2.0246
N -0.0842 -3.6817 0.2512
N -4.4077 0.1269 1.8775
N 6.3596 -7.9858 -2.4294
C -1.2295 4.0443 0.7567
C 1.9625 8.2412 -0.0685
C -1.6747 -2.7946 1.8937
C -1.8045 3.0293 0.1303
C -8.0488 0.3550 2.6217
C 5.4884 -6.8279 -2.1697
C -6.8627 0.2013 1.9230
C -5.6687 0.3036 2.6126
C 1.4226 -0.3281 -1.6946
C 0.0231 1.1313 -3.2858
C -0.1218 3.1631 -1.7217
C -1.5056 2.7855 -1.2939
C -0.8362 -4.6811 3.7622
C -0.2538 -4.6571 2.5054
C 0.4660 4.2799 -1.0862
C 1.7728 4.6797 -1.4143
C 0.5775 2.3969 -2.6744
C 3.5076 -5.9203 -1.2056
C -1.8332 -3.7686 4.0855
C 2.4598 3.8946 -2.3512
C 4.3287 -7.0118 -1.4393
C 2.5114 5.8544 -0.8075
C 5.8522 -5.5912 -2.6694
C -5.6228 0.5596 3.9708
C 0.0268 0.0106 -2.2405
C 1.8851 2.7896 -2.9725
C 5.0222 -4.5070 -2.4326
C -0.3321 4.9392 -0.0158
C -2.2462 -2.8248 3.1542
C 2.0598 7.2568 -1.2494
C -0.6889 -3.7154 1.5907
C -8.0256 0.6085 3.9870
C 3.8511 -4.6711 -1.7041
C -6.8150 0.7131 4.6594
C 1.6506 0.2017 -0.2797
H 2.4559 2.2137 -3.6851
H 2.7762 7.6761 -1.9507
H -8.9546 0.7252 4.5290
H 1.5464 -1.4069 -1.6444
H -0.4161 -0.8912 -2.6526
H 2.2058 0.0642 -2.3400
H -4.6763 0.6401 4.4841
H 2.5079 -0.2774 0.1889
H -1.9908 -2.0605 1.1666
H 6.7648 -5.4741 -3.2341
H 0.5228 -5.3604 2.2450
H 1.0829 7.2136 -1.7118
H 1.8215 1.2772 -0.2703
H -8.9921 0.2759 2.0998
H 0.6680 0.8561 -4.1180
H 2.9509 8.5672 0.2475
H 0.7919 -0.0152 0.3528
H -2.2859 -3.7910 5.0681
H -2.5182 2.3897 0.6289
H 3.5452 5.7370 -1.1260
H 2.5945 -6.0404 -0.6410
H -6.7989 0.9143 5.7214
H 5.2889 -3.5333 -2.8199
H -6.8697 0.0055 0.8612
H 3.4746 4.1689 -2.6027
H 1.5163 7.7311 0.7798
H 2.5372 5.7589 0.2759
H -3.0151 -2.1100 3.4066
H 1.3253 9.0871 -0.3016
H 3.1993 -3.8260 -1.5249
H -0.5107 -5.4114 4.4900
H 4.0687 -7.9881 -1.0589
H -0.5899 0.3250 -1.4023
H -1.4257 4.3004 1.7852
H -0.9795 1.2995 -3.6505
*
```

Summary:
Structure (SMILES): CCCCc1ccc(CCC)c2c1C(=O)C=CC2=O.O=[N+]([O-])c1ccccc1.O=[N+]([O-])c1ccccc1.O=[N+]([O-])c1ccccc1
Frontier orbital gap in eV: 8.2
E_tot in Eh: -2120.6122
Max |F| in eV/A: 0.94

Entry 2:
Below is a 7-piece molecular cluster, C35H35N7 overall at a distorted geometry, with properties calculated with ωB97M-V with the def2-TZVPD basis set.

ORCA input file:
```
! RIJCOSX wB97M-V def2-TZVPD def2/J DEFGRID3
* xyz 0 1
N -1.2288 3.5556 4.4460
N 2.4973 -5.1781 2.2643
N 4.4929 -1.1528 0.2293
N -3.1358 -4.0002 -5.7321
N -2.1864 0.6271 -3.2598
N 0.1012 5.4683 0.3935
N 0.0445 -2.0006 -0.1515
C 1.0838 -1.8518 0.7284
C -2.7148 -3.0609 -3.5430
C 5.0735 -2.2801 -0.2727
C 5.2422 -0.0415 0.0089
C -4.0730 1.9001 -2.5813
C -4.4452 -3.5563 -5.6781
C -4.0569 -2.7128 -3.4727
C 1.8893 4.4847 -1.3945
C 2.0252 -3.3608 3.8715
C -0.5411 0.2926 0.3583
C 0.2836 -4.8460 3.1515
C -3.5205 0.8495 -3.2371
C -1.8335 2.6411 -1.9864
C 2.9154 -4.1218 3.0727
C -1.9611 1.3336 3.8707
C -0.7085 -0.9041 -0.3903
C -3.5316 2.9665 4.6852
C 6.9347 -1.1630 -1.3010
C -3.2295 2.7868 -1.9006
C 0.4060 6.2357 -0.6584
C -4.8767 -2.8596 -4.5584
C -0.9767 2.3144 3.9697
C 0.7064 -3.7831 3.9979
C -2.4735 3.8910 4.7713
C 6.2080 -2.3161 -1.0863
C 0.6883 4.3115 0.6375
C 1.3627 -0.6964 1.5070
C 6.4308 0.0393 -0.7595
C 1.1714 -5.4588 2.3160
C -3.2849 1.6735 4.1710
C -1.3566 1.5780 -2.6721
C 1.3062 5.7300 -1.6317
C 0.5242 0.3856 1.3191
C 1.6014 3.7951 -0.2526
C -2.3339 -3.7624 -4.7133
H -5.1372 2.0813 -2.5473
H -1.5655 -0.9343 -1.0469
H 4.8256 0.8935 0.3533
H 2.1967 2.9031 -0.1252
H 6.8804 1.0165 -0.8558
H -2.5691 4.9279 5.0576
H 0.0344 2.1806 3.6146
H -2.0371 -2.7754 -2.7520
H -4.3477 -2.1212 -2.6173
H -4.5522 3.2230 4.9280
H 1.6250 6.2952 -2.4951
H -1.2550 1.0803 0.1680
H -5.8396 -2.3768 -4.6378
H 0.4206 3.7813 1.5395
H 0.0346 -3.3151 4.7022
H 1.6966 -2.7359 0.8240
H 3.8697 -3.6809 2.8249
H 2.3368 -2.5578 4.5231
H -1.1109 3.2565 -1.4711
H 7.7996 -1.3266 -1.9267
H -5.1047 -3.7696 -6.5063
H 4.4317 -3.1255 -0.0728
H -4.1007 0.9700 4.2486
H 2.1842 -0.7159 2.2078
H -4.1346 0.0865 -3.6921
H -0.1570 7.1562 -0.7041
H -1.3262 -4.1345 -4.8248
H 6.6110 -3.2195 -1.5196
H -3.6852 3.5440 -1.2798
H -0.2987 1.3608 -2.6779
H 0.7281 1.2981 1.8595
H 2.6454 4.0892 -2.0565
H -1.7071 0.3489 3.5072
H -0.7352 -5.1951 3.2313
H 0.8237 -6.2616 1.6827
*
```

Summary:
Structure (SMILES): c1ccncc1.c1ccncc1.c1ccncc1.c1ccncc1.c1ccncc1.c1ccncc1.c1ccncc1
Frontier orbital gap in eV: 9.7
E_tot in Eh: -1737.8838
Max |F| in eV/A: 3.41

Entry 3:
Below is C35H36BaINOSb2 as an isolated structure at a distorted geometry, with properties calculated with ωB97M-V with the def2-TZVPD basis set.

ORCA input file:
```
! RIJCOSX wB97M-V def2-TZVPD def2/J DEFGRID3
* xyz 2 1
Ba -0.5443 0.0407 -0.7478
I -6.1448 -1.2620 -5.4256
Sb -0.9913 -0.7248 2.1336
Sb 1.8258 -1.2061 -1.8501
O -1.9717 3.3178 -1.0400
N -3.8744 -0.9737 -1.8027
C -0.9823 -4.9303 3.0020
C 0.9731 1.7357 -1.7751
C 1.3928 3.4267 -0.1211
C 1.0125 3.2353 4.1840
C 5.6321 0.5557 -3.2317
C 1.7798 -2.1258 1.1581
C -3.5496 2.4630 -2.6128
C 3.7650 -0.8628 -2.6506
C -0.4675 -5.0621 4.2876
C 5.9091 -1.8361 -3.2230
C -5.5588 -1.3992 -3.4393
C -2.8098 3.5741 -1.8918
C -4.7001 -1.4557 -0.8678
C 4.5851 -1.9922 -2.8287
C 2.0408 2.4982 0.6662
C -0.0169 0.9442 2.9966
C 1.1192 0.8593 3.8135
C 2.1445 1.1641 0.2371
C 1.6242 0.7774 -0.9972
C -4.3055 -0.9531 -3.0661
C -1.1879 -3.6656 2.4653
C -0.6247 2.1816 2.7717
C -3.1455 4.9841 -2.2543
C 0.5425 -1.3366 0.7481
C -0.1029 3.3261 3.3650
C 2.7088 -2.1652 -0.0884
C 6.4290 -0.5641 -3.4205
C 0.8525 3.0440 -1.3568
C -0.3625 -2.6660 4.5118
C -0.1721 -3.9369 5.0432
C 4.3003 0.4155 -2.8510
C -6.4037 -1.9115 -2.4689
C -0.8579 -2.5353 3.2166
C -5.9602 -1.9373 -1.1560
C 1.6346 2.0074 4.3987
H -0.1403 -1.7920 5.1124
H 4.2029 -2.9915 -2.6516
H 2.2787 -1.6364 1.9927
H 1.3313 4.4588 0.2029
H 1.5115 -3.1259 1.4870
H 3.6531 -1.6444 0.0494
H 0.0823 -1.8719 -0.0843
H 2.4947 2.7916 1.6071
H -6.5933 -2.3213 -0.3668
H 0.2051 -4.0448 6.0524
H -4.0777 1.8802 -1.8620
H 0.3963 3.7761 -2.0049
H 1.4043 4.1264 4.6600
H 2.7076 0.4703 0.8456
H -0.3072 -6.0481 4.7041
H 2.5128 1.9469 5.0290
H -2.8353 5.1751 -3.2869
H 2.9554 -3.1847 -0.3889
H 1.6030 -0.0948 3.9888
H 0.9373 -0.3834 0.4238
H -7.3871 -2.2820 -2.7279
H -1.2278 -5.8105 2.4210
H -0.5793 4.2842 3.1954
H -1.4923 2.2546 2.1335
H -4.3345 -1.4281 0.1509
H 7.4638 -0.4462 -3.7170
H -4.2414 2.8208 -3.3685
H 6.5306 -2.7080 -3.3801
H 3.6943 1.3002 -2.7104
H -2.8185 1.7883 -3.0452
H -1.6207 -3.5660 1.4743
H -2.6501 5.6874 -1.5895
H 0.6127 1.4449 -2.7667
H -4.2276 5.1341 -2.2197
H -3.6236 -0.5552 -3.8073
H 6.0414 1.5463 -3.3842
*
```

Summary:
Frontier orbital gap in eV: 7.4
E_tot in Eh: -2288.2737
Max |F| in eV/A: 12.87

| no. | LUMO level (Eh) |
| --- | --- |
| 1 | -0.0338 |
| 2 | 0.0190 |
| 3 | -0.2110 |